<P>
The following is a quantum chemistry calculation of 2 unconnected molecules or ions with the total composition ClH4N2OP, from OMol25.

ORCA input file:
```
! RIJCOSX wB97M-V def2-TZVPD def2/J DEFGRID3
* xyz 0 1
N -1.605 -0.690 0.176
N 0.441 0.852 -0.587
O -2.005 1.866 0.283
P -1.027 0.844 -0.032
Cl 4.062 0.377 0.121
H -2.432 -1.009 0.550
H -0.884 -1.261 -0.230
H 4.162 -0.516 -0.895
H 0.990 1.652 -0.626
*
```

Summary:
- Frontier orbital gap: 10.6 eV
- Highest occupied orbital energy: -10.27 eV
- LUMO energy: 0.0138 Ha

<Q>
The following is a quantum chemistry calculation of a single ClH4N2OP molecule, from OMol25.

ORCA input file:
```
! RIJCOSX wB97M-V def2-TZVPD def2/J DEFGRID3
* xyz 0 1
N 1.141 -0.472 0.470
N -1.278 0.275 -0.223
O 0.433 2.048 1.215
P -0.236 0.364 1.178
Cl 1.274 2.706 -0.101
H 0.859 -0.725 -0.417
H 1.494 -1.204 1.073
H -0.732 0.409 -1.096
H -1.892 1.119 -0.153
*
```

Summary:
- Frontier orbital gap: 10.2 eV
- Highest occupied orbital energy: -9.96 eV
- SMILES: NP(N)OCl
- LUMO energy: 0.0088 Ha

Ranked by calculated energy, most stable first: <P>, <Q>.

<P>
The following is a quantum chemistry calculation of a single C16H20N4O3S molecule, from OMol25.

ORCA input file:
```
! RIJCOSX wB97M-V def2-TZVPD def2/J DEFGRID3
* xyz 0 1
C 6.190 2.280 1.294
C 5.235 1.201 1.784
H 4.829 1.475 2.763
H 5.733 0.231 1.845
O 4.155 1.000 0.874
C 3.131 1.879 0.978
O 3.079 2.774 1.787
N 2.167 1.628 0.063
C 2.228 0.543 -0.895
H 2.805 -0.275 -0.460
C 0.794 0.090 -1.220
N -0.081 0.156 -0.069
C 0.273 -0.783 0.977
C -0.761 -0.799 2.086
O -0.465 -0.668 3.251
N -2.080 -0.974 1.753
C -2.748 -1.297 0.603
N -3.964 -1.705 0.676
C -4.481 -2.001 -0.552
C -5.768 -2.467 -0.806
C -6.131 -2.732 -2.109
C -5.237 -2.538 -3.160
C -3.957 -2.073 -2.928
C -3.584 -1.809 -1.623
S -2.063 -1.193 -1.019
H -3.261 -1.921 -3.739
H -5.548 -2.755 -4.171
H -7.126 -3.095 -2.322
H -6.450 -2.611 0.016
H -2.691 -1.009 2.565
H 1.238 -0.570 1.458
H 0.316 -1.783 0.531
C -0.252 1.532 0.389
C 0.959 2.419 0.043
H 1.074 3.218 0.775
H 0.842 2.863 -0.952
H -1.150 1.943 -0.088
H -0.411 1.528 1.468
H 0.355 0.729 -1.990
H 0.805 -0.933 -1.601
H 2.738 0.870 -1.811
H 7.030 2.361 1.978
H 5.674 3.236 1.255
H 6.560 2.034 0.301
*
```

Summary:
- Frontier orbital gap: 8.9 eV
- Highest occupied orbital energy: -8.45 eV
- SMILES: CCOC(=O)N1CCN(CC(=O)Nc2nc3ccccc3s2)CC1
- LUMO energy: 0.0171 Ha

<Q>
The following is a quantum chemistry calculation of a molecular structure, C16H20N4O3S, from OMol25.

ORCA input file:
```
! RIJCOSX wB97M-V def2-TZVPD def2/J DEFGRID3
* xyz 0 1
C -4.944 -1.510 0.221
C -4.418 -0.133 0.582
H -4.441 0.057 1.650
H -5.170 0.617 0.139
O -3.211 -0.074 -0.016
C -2.814 1.260 0.414
O -3.471 2.094 1.086
N -1.530 1.516 -0.253
C -0.817 0.414 -0.793
H -1.352 -0.177 -1.435
C 0.435 1.119 -1.352
N 1.252 1.644 -0.490
C 2.538 2.011 -1.076
C 3.610 2.411 0.141
O 4.225 3.300 0.191
N 3.664 1.160 0.989
C 3.101 -0.157 0.725
N 3.073 -0.769 -0.300
C 2.465 -1.742 -0.325
C 2.155 -2.768 -1.128
C 1.348 -3.917 -1.061
C 0.661 -3.968 0.425
C 0.938 -3.004 1.321
C 1.670 -1.964 1.168
S 2.116 -0.499 1.785
H 0.555 -3.209 2.218
H 0.177 -5.115 0.457
H 1.287 -4.506 -1.759
H 2.588 -2.726 -2.090
H 4.320 1.253 1.779
H 2.323 3.303 -1.427
H 2.879 1.530 -1.884
C 0.670 2.386 0.622
C -0.790 2.583 0.114
H -0.755 3.264 -0.763
H -1.264 3.469 0.944
H 0.590 1.767 1.355
H 1.200 3.276 1.089
H 1.029 0.130 -1.798
H 0.095 1.740 -2.085
H -0.407 -0.407 0.245
H -5.103 -1.506 -0.709
H -6.104 -1.753 0.507
H -4.373 -2.399 0.577
*
```

Summary:
- Frontier orbital gap: 8.2 eV
- Highest occupied orbital energy: -7.98 eV
- LUMO energy: 0.0065 Ha

Ranked by calculated energy, most stable first: <P>, <Q>.